{"formula": "C3H10N2", "method": "ωB97M-V/def2-TZVPD", "charge": 0, "fmax_ev_per_a": 4.95, "spin_multiplicity": 1, "orbital_gap_ha": 0.3292, "e_homo_ev": -7.8355, "molar_mass_g_mol": 74.13, "smiles": "C=CN.CN", "de_lowest_kcal_mol": 51.3, "elements": ["C", "C", "N", "H", "H", "H", "H", "H", "C", "N", "H", "H", "H", "H", "H"], "xyz": [[1.079306, 2.404710, 1.741897], [1.466508, 3.070122, 0.603918], [0.487823, 3.564842, -0.239834], [-0.015601, 2.265835, 1.961135], [1.727679, 1.831904, 2.321904], [2.424382, 3.186840, 0.237821], [-0.427166, 3.391324, -0.017711], [0.875870, 4.147414, -0.935440], [-1.554102, -3.809588, -1.476513], [-0.981242, -4.182227, -0.205888], [-1.190264, -4.305785, -2.331899], [-1.471224, -2.734088, -1.895608], [-2.677859, -3.788174, -1.433800], [-1.572121, -4.993699, 0.197018], [-0.170038, -4.671343, -0.199175]], "forces_ev_per_angstrom": [[-0.93, 1.06, -2.12], [-3.95, -1.68, 2.47], [3.79, -0.04, 0.11], [1.22, 0.34, -0.29], [1.13, -0.54, 0.89], [2.03, 0.16, -0.30], [-2.40, 0.06, 0.08], [-0.88, 0.65, -0.85], [-1.69, 2.62, -0.90], [-4.48, -0.50, 1.80], [0.14, -1.44, -0.94], [0.79, -0.92, 1.63], [1.01, -0.85, 0.05], [0.58, 2.10, -0.72], [3.64, -1.00, -0.91]]}


{"formula": "C6H9NO", "method": "ωB97M-V/def2-TZVPD", "charge": 0, "fmax_ev_per_a": 4.24, "spin_multiplicity": 1, "orbital_gap_ha": 0.2948, "e_homo_ev": -7.7970, "molar_mass_g_mol": 111.14, "de_lowest_kcal_mol": 62.1, "elements": ["C", "C", "C", "N", "C", "C", "C", "O", "H", "H", "H", "H", "H", "H", "H", "H", "H"], "xyz": [[0.130927, -0.039446, 0.409390], [1.591696, 0.182108, 0.733015], [-0.818957, 0.613590, 1.391608], [-0.212932, -1.346884, 0.035210], [-0.043162, 0.953887, -1.368499], [-0.916722, -1.180151, -1.126595], [-0.562432, -0.132839, -2.019796], [0.268371, 2.099291, -1.371218], [0.187682, -2.201840, 0.392080], [-1.705500, -1.881695, -1.367213], [-0.641496, -0.174199, -3.096206], [1.835962, 1.240549, 0.630942], [1.811537, -0.115019, 1.763066], [2.234692, -0.380166, 0.057630], [-0.764822, 1.699925, 1.312149], [-1.846946, 0.310142, 1.204194], [-0.547895, 0.352747, 2.420241]], "forces_ev_per_angstrom": [[1.74, 2.34, -1.04], [-0.27, -0.12, 0.31], [0.13, 0.04, -0.16], [-1.72, 1.20, -0.95], [1.16, -1.03, 3.94], [1.28, -0.41, -1.15], [-1.38, -1.13, 0.06], [-0.25, -0.04, -0.53], [-0.48, -0.08, -0.07], [0.41, -0.56, -0.43], [-0.71, -0.15, -0.10], [-0.02, 0.03, 0.02], [0.17, -0.02, 0.10], [0.04, -0.03, -0.05], [0.05, 0.05, -0.05], [-0.08, -0.02, 0.03], [-0.09, -0.07, 0.05]]}


{"formula": "C7H9Cl3N", "method": "ωB97M-V/def2-TZVPD", "charge": -1, "fmax_ev_per_a": 1.75, "spin_multiplicity": 1, "orbital_gap_ha": 0.2745, "e_homo_ev": -4.3405, "molar_mass_g_mol": 213.52, "de_lowest_kcal_mol": 6.5, "elements": ["Cl", "Cl", "C", "C", "Cl", "H", "H", "H", "H", "N", "C", "C", "C", "C", "C", "H", "H", "H", "H", "H"], "xyz": [[2.537892, -0.397342, -1.694639], [0.247589, -5.446297, -1.031502], [1.365689, -3.997676, -1.090414], [0.712377, -2.851517, -0.354737], [-0.692396, -2.266804, -1.244465], [1.635541, -3.703517, -2.103165], [2.282489, -4.399564, -0.664533], [1.389065, -1.991490, -0.328838], [0.427989, -3.139143, 0.654636], [-0.313155, 2.676838, -0.765826], [0.137027, 1.737620, 0.086389], [-0.288714, 1.694910, 1.398978], [-1.294507, 2.514801, 1.874800], [-1.879761, 3.349121, 0.934543], [-1.334298, 3.439461, -0.345619], [0.977974, 1.190329, -0.335432], [0.126903, 0.960463, 2.082257], [-1.607022, 2.467137, 2.907559], [-2.739585, 3.995182, 1.082593], [-1.691093, 4.167494, -1.062582]], "forces_ev_per_angstrom": [[0.12, -0.03, 0.10], [0.28, 0.20, -0.41], [-0.05, -0.28, 0.11], [0.85, 0.01, 0.20], [-0.56, 0.04, -0.06], [-0.54, -0.19, -0.16], [-0.05, 0.44, 0.48], [0.18, -0.13, -0.11], [-0.22, -0.05, -0.05], [-0.80, 0.07, 0.32], [0.58, 1.40, -0.87], [0.10, -0.95, 0.89], [-0.20, 0.06, -0.89], [-0.31, 0.84, -0.57], [0.84, -0.88, 0.22], [-0.17, -0.59, 0.33], [0.22, 0.06, -0.15], [-0.14, 0.01, 0.01], [0.09, -0.09, 0.61], [-0.20, 0.04, 0.01]]}


{"formula": "C3H6N2O2", "method": "ωB97M-V/def2-TZVPD", "charge": 0, "fmax_ev_per_a": 14.80, "spin_multiplicity": 1, "orbital_gap_ha": 0.3555, "e_homo_ev": -9.5189, "molar_mass_g_mol": 102.09, "de_lowest_kcal_mol": 197.0, "elements": ["C", "C", "C", "H", "H", "H", "H", "H", "H", "N", "N", "O", "O"], "xyz": [[-0.909839, -0.740973, -0.317308], [1.441370, -0.621412, -0.116425], [1.702273, 0.856487, -0.049208], [-2.674518, 0.414178, 0.678771], [-0.272958, 1.086085, 0.469336], [0.078300, -2.153555, -0.194174], [2.243609, -1.353385, -0.036245], [0.770860, 1.790970, -0.114770], [2.702254, 1.376813, 0.136996], [-0.896055, 0.641299, -0.293764], [0.157718, -1.271458, -0.045204], [-2.175419, 1.227137, -0.124291], [-2.167593, -1.252191, 0.006285]], "forces_ev_per_angstrom": [[-13.50, 4.79, 3.73], [0.44, 5.06, 1.03], [-2.26, -1.40, 0.07], [1.85, 2.62, -3.75], [-1.52, -1.72, -1.59], [0.52, -7.61, -0.53], [-0.01, 0.51, -0.07], [4.00, -3.14, -0.22], [-1.18, -1.70, -0.56], [-1.35, 1.79, 0.77], [8.37, 3.35, 0.29], [-0.80, -3.39, 3.12], [5.46, 0.83, -2.29]]}


{"formula": "C21H50F3N3O6S2", "method": "ωB97M-V/def2-TZVPD", "charge": 0, "fmax_ev_per_a": 0.60, "spin_multiplicity": 1, "orbital_gap_ha": 0.2929, "e_homo_ev": -7.8470, "molar_mass_g_mol": 561.77, "elements": ["O", "S", "O", "C", "O", "C", "F", "F", "F", "O", "C", "S", "O", "O", "H", "H", "H", "H", "H", "C", "C", "N", "C", "C", "C", "C", "H", "H", "H", "H", "H", "H", "H", "H", "H", "H", "H", "H", "H", "H", "H", "C", "C", "N", "C", "C", "C", "C", "H", "H", "H", "H", "H", "H", "H", "H", "H", "H", "H", "H", "H", "H", "H", "C", "C", "N", "C", "C", "C", "C", "H", "H", "H", "H", "H", "H", "H", "H", "H", "H", "H", "H", "H", "H", "H"], "xyz": [[1.462965, -2.630009, 1.112016], [1.033319, -1.375563, 0.554263], [-0.567458, -1.380769, 0.859185], [-1.263026, -0.146801, 0.901592], [-2.609672, -0.576683, 0.930525], [-3.503424, 0.301341, 1.434716], [-4.700963, -0.086244, 1.061061], [-3.474041, 0.352640, 2.763509], [-3.291639, 1.547375, 0.984078], [1.535773, -0.246337, 1.668022], [1.903465, 1.022044, 1.151683], [1.536124, 2.301039, 2.355924], [0.312220, 1.985575, 3.038389], [1.748986, 3.546907, 1.677933], [-1.090584, 0.433372, -0.014695], [-1.006632, 0.415890, 1.797340], [2.975903, 1.057757, 0.939464], [1.356499, 1.329475, 0.250479], [2.550045, 2.106161, 3.228392], [3.279407, 4.126811, -1.336898], [3.781956, 5.341125, -0.573485], [5.097793, 5.780232, -1.005353], [5.708763, 6.740759, -0.104800], [5.040860, 8.112266, 0.056513], [5.232771, 6.058986, -2.424744], [4.299948, 7.109165, -3.044111], [4.006005, 3.312972, -1.286571], [2.343731, 3.787420, -0.891540], [3.083746, 4.345549, -2.387087], [3.861263, 5.078371, 0.484231], [3.020009, 6.134557, -0.633336], [6.745094, 6.883506, -0.423009], [5.761221, 6.266220, 0.880103], [5.196232, 8.749805, -0.812964], [5.468425, 8.627956, 0.918378], [3.967672, 8.023435, 0.228239], [5.097047, 5.119725, -2.965842], [6.272198, 6.346284, -2.601984], [3.267985, 6.977070, -2.715594], [4.309958, 7.013812, -4.131529], [4.602034, 8.127356, -2.803685], [-0.799357, -3.858160, 3.479822], [-1.188137, -5.240562, 3.978688], [-1.168203, -6.241081, 2.925340], [-1.788315, -7.495950, 3.304648], [-1.134415, -8.322151, 4.420270], [0.074950, -6.337829, 2.178674], [1.361602, -6.638454, 2.959906], [-1.423503, -3.561231, 2.636091], [-0.930144, -3.124936, 4.277800], [0.241360, -3.812262, 3.162433], [-2.209875, -5.207224, 4.367496], [-0.543033, -5.502777, 4.833720], [-1.869334, -8.113216, 2.405547], [-2.816120, -7.267130, 3.603671], [-0.220849, -8.812703, 4.086207], [-1.822461, -9.103721, 4.748625], [-0.894819, -7.710297, 5.290616], [0.216502, -5.399232, 1.638687], [-0.068207, -7.099014, 1.407154], [1.434768, -6.033020, 3.864515], [2.229000, -6.402135, 2.340707], [1.440198, -7.686308, 3.247455], [-3.003776, -2.778083, -3.227547], [-3.412487, -1.468767, -2.571262], [-2.960972, -0.297448, -3.305877], [-3.088199, 0.935124, -2.553359], [-4.488237, 1.422120, -2.162652], [-3.359834, -0.236688, -4.701463], [-4.860117, -0.283965, -5.021351], [-1.925869, -2.807181, -3.392614], [-3.274696, -3.612419, -2.579944], [-3.502093, -2.933575, -4.184923], [-2.957871, -1.417638, -1.578221], [-4.501843, -1.478274, -2.406729], [-2.577182, 1.725799, -3.110561], [-2.511147, 0.800325, -1.632186], [-5.028460, 1.848289, -3.007211], [-4.399033, 2.203855, -1.406587], [-5.093111, 0.622906, -1.733404], [-2.870648, -1.060388, -5.225957], [-2.926232, 0.673343, -5.124113], [-5.371127, -1.058561, -4.447824], [-5.002973, -0.514564, -6.078679], [-5.357678, 0.664635, -4.824416]], "forces_ev_per_angstrom": [[-0.11, 0.48, -0.35], [0.02, -0.51, 0.17], [0.39, 0.25, 0.31], [-0.14, -0.28, -0.16], [0.00, 0.12, -0.13], [0.28, -0.09, -0.11], [-0.54, -0.15, -0.15], [0.14, 0.05, 0.33], [0.08, 0.19, -0.04], [-0.16, 0.22, -0.07], [-0.03, -0.25, -0.16], [-0.18, -0.18, 0.09], [0.23, 0.15, -0.28], [-0.02, -0.08, 0.12], [0.06, -0.03, 0.12], [0.04, 0.02, 0.07], [-0.04, 0.13, 0.05], [-0.01, -0.12, 0.08], [0.05, 0.06, 0.12], [-0.04, -0.06, 0.03], [-0.02, 0.01, -0.01], [-0.05, -0.01, 0.02], [0.09, 0.03, 0.09], [0.04, 0.01, 0.00], [0.03, 0.01, -0.12], [0.04, 0.00, -0.03], [0.03, 0.01, -0.03], [-0.01, 0.01, 0.00], [0.01, 0.01, -0.01], [-0.01, 0.03, 0.02], [0.01, -0.01, -0.01], [0.00, 0.00, -0.03], [-0.04, -0.02, -0.01], [-0.03, -0.02, -0.02], [0.01, 0.00, 0.00], [-0.01, -0.01, 0.00], [-0.03, -0.02, 0.03], [0.00, 0.02, 0.02], [0.00, -0.02, 0.00], [0.01, 0.00, 0.00], [-0.03, -0.01, 0.04], [-0.05, 0.04, 0.07], [0.03, 0.03, 0.00], [0.01, 0.01, 0.06], [-0.09, -0.08, -0.01], [-0.01, -0.03, -0.03], [0.09, 0.01, -0.11], [0.01, -0.03, -0.04], [0.01, -0.01, -0.03], [-0.01, -0.01, 0.01], [0.01, 0.01, -0.01], [0.00, -0.02, 0.01], [0.00, -0.01, -0.01], [0.02, 0.00, -0.01], [0.01, 0.03, 0.02], [0.02, 0.04, 0.01], [0.00, 0.00, -0.01], [0.00, 0.01, 0.00], [-0.01, 0.02, 0.03], [-0.01, -0.03, 0.02], [-0.01, 0.02, 0.00], [0.00, 0.00, -0.01], [-0.03, 0.02, 0.05], [0.00, -0.01, 0.03], [-0.01, -0.03, -0.01], [0.00, -0.05, 0.04], [0.08, 0.12, 0.08], [0.00, 0.05, -0.01], [-0.02, 0.00, -0.13], [0.02, 0.03, -0.03], [0.01, 0.01, -0.02], [0.01, 0.00, 0.01], [-0.01, 0.00, 0.00], [-0.04, 0.01, 0.01], [0.01, 0.00, -0.01], [-0.01, -0.01, -0.04], [-0.03, -0.02, 0.01], [0.00, -0.06, -0.03], [-0.01, 0.01, 0.00], [0.01, -0.02, 0.00], [0.00, -0.03, 0.03], [-0.01, 0.02, 0.02], [0.01, -0.02, 0.00], [0.00, 0.01, 0.00], [0.00, -0.02, 0.05]]}